57
Properties=species:S:1:pos:R:3:forces:R:3:nbo_charge:R:1 method="wB97M-V/def2-TZVPD" gap_ev=8.17 total_charge=0 largest_force_ev_per_a=2.500 homo_ev=-9.05 total_energy_ha=-11066.94224
C 3.291 -1.025 -0.174 -0.087 0.012 -0.146 -0.3917
C 2.165 -1.294 -0.864 -0.168 0.530 0.659 -0.2139
C 0.936 -0.493 -0.477 1.168 -1.974 0.994 -0.0385
C 1.031 0.853 -0.674 -0.554 0.844 1.383 -0.2467
C -0.068 1.725 -0.282 0.922 -0.514 -0.320 -0.0528
Br 0.184 3.630 -0.491 -0.275 -0.978 0.084 0.0560
C -1.211 1.208 0.242 -0.179 0.488 -0.021 -0.2617
C -1.294 -0.202 0.427 -0.180 -1.670 0.190 0.0906
N -2.329 -0.894 0.959 0.448 0.121 -0.168 -0.6084
S -1.915 -2.436 0.996 -0.025 0.221 -0.953 0.9926
N -0.410 -2.429 0.333 -1.424 1.442 0.370 -0.6428
C -0.233 -1.121 0.082 0.966 2.006 -0.513 0.1492
H 4.282 -0.930 -0.633 -0.128 -1.306 0.335 0.2116
H 3.204 -0.832 0.904 0.066 1.092 -0.638 0.2048
H 2.114 -2.016 -1.687 0.151 0.931 -0.372 0.2196
H 1.951 1.254 -1.104 -0.431 -0.015 0.171 0.2514
H -2.041 1.856 0.524 0.204 -0.320 -0.010 0.2443
C -0.023 4.410 -4.394 -0.080 0.123 0.300 -0.4028
Cl 0.361 3.006 -5.386 0.161 -0.190 -0.029 -0.0309
Cl -1.155 5.482 -5.228 0.011 0.089 0.075 -0.0273
H -0.474 4.071 -3.464 -0.036 -0.007 -0.170 0.2299
H 0.889 4.958 -4.180 -0.005 -0.007 -0.156 0.2285
C 2.713 -4.526 0.343 -0.088 0.045 0.072 -0.3973
Cl 2.401 -5.783 -0.860 -0.045 0.011 -0.087 -0.0340
Cl 3.567 -5.173 1.751 -0.003 0.054 0.036 -0.0320
H 3.321 -3.753 -0.109 0.072 -0.090 0.010 0.2258
H 1.764 -4.110 0.668 -0.001 -0.080 -0.013 0.2353
C -3.108 -2.360 5.027 -0.138 0.037 0.105 -0.3962
Cl -1.766 -2.312 3.873 -0.015 -0.094 0.867 -0.0304
Cl -2.947 -1.109 6.264 -0.087 -0.211 -0.161 -0.0134
H -4.037 -2.205 4.488 0.092 0.078 -0.051 0.2216
H -3.117 -3.331 5.512 0.117 0.053 0.012 0.2216
C -2.114 -6.735 0.810 0.031 -0.096 0.086 -0.3953
Cl -3.680 -6.829 -0.004 -0.012 -0.051 0.033 -0.0232
Cl -1.277 -5.223 0.436 0.252 -0.632 -0.087 -0.0150
H -2.272 -6.792 1.882 -0.047 0.087 -0.046 0.2220
H -1.497 -7.565 0.481 -0.019 0.078 -0.091 0.2269
C -2.062 6.719 0.355 -0.105 -0.104 0.033 -0.3959
Cl -0.725 6.827 -0.795 -0.014 0.111 -0.098 -0.0239
Cl -1.920 7.931 1.632 -0.054 -0.032 0.022 -0.0187
H -2.994 6.877 -0.177 0.078 0.094 -0.020 0.2235
H -2.053 5.731 0.806 0.117 0.045 0.004 0.2248
C -0.662 -0.780 9.792 0.032 0.005 0.078 -0.3938
Cl -0.254 -2.250 8.900 0.046 -0.022 0.058 -0.0235
Cl -1.785 0.240 8.886 0.075 0.208 0.277 -0.0202
H -1.125 -1.058 10.732 -0.063 -0.039 -0.093 0.2216
H 0.247 -0.219 9.976 -0.020 -0.013 -0.119 0.2225
C -0.090 -1.340 -4.229 -0.288 0.161 -0.196 -0.3950
Cl 1.257 -1.240 -5.370 -0.024 -0.044 -0.008 -0.0268
Cl 0.083 -0.158 -2.916 -0.547 -0.563 -1.733 -0.0166
H -1.016 -1.149 -4.762 0.084 0.049 -0.030 0.2235
H -0.110 -2.336 -3.796 0.108 0.073 0.054 0.2216
C 3.088 4.948 -7.017 -0.067 -0.109 -0.058 -0.3965
Cl 4.427 5.060 -8.164 -0.031 -0.043 -0.035 -0.0234
Cl 3.255 6.133 -5.713 -0.102 -0.042 0.062 -0.0329
H 2.157 5.135 -7.542 0.060 0.096 0.015 0.2253
H 3.076 3.953 -6.587 0.082 0.064 0.039 0.2272

51
Properties=species:S:1:pos:R:3:forces:R:3:nbo_charge:R:1 method="wB97M-V/def2-TZVPD" relative_energy_ev=2.746 gap_ev="4.13 / 4.13" total_charge=+1 largest_force_ev_per_a=11.956 homo_ev="-10.25 / -10.25" total_energy_ha=-2442.32471
C -1.758 2.736 -2.352 -0.149 -2.330 1.235 -0.1572
C -1.455 1.416 -1.944 -0.767 0.118 -0.527 -0.0664
C -0.114 0.932 -2.237 1.816 1.726 -0.731 0.2210
C 0.930 1.974 -2.098 -0.665 -2.203 0.187 -0.1351
C 0.540 3.304 -2.037 0.109 0.782 -0.959 -0.1456
C -0.725 3.650 -2.445 1.774 0.792 -0.073 -0.2258
C 2.280 1.598 -1.974 -1.745 -1.282 2.724 -0.0497
C 2.540 0.212 -1.876 -1.990 -0.653 -0.349 -0.1521
C 1.429 -0.743 -2.048 1.852 1.751 -0.763 0.2768
C 1.705 -2.056 -1.529 -0.175 -0.939 -0.180 -0.0877
C 3.029 -2.538 -1.577 -2.274 0.155 0.737 -0.1696
C 4.063 -1.630 -1.658 0.889 1.881 -0.010 -0.2312
C 3.804 -0.275 -1.561 0.499 -0.479 -0.828 -0.1533
H -2.789 3.073 -2.436 0.109 -0.101 0.268 0.2303
H 1.394 3.949 -1.897 -0.369 0.839 -0.134 0.2251
H -0.869 4.627 -2.832 -0.463 0.890 0.178 0.2334
H 2.805 2.165 -1.183 0.827 0.662 -1.584 0.2284
H 3.241 -3.592 -1.398 -0.128 0.215 0.108 0.2270
H 5.075 -1.936 -1.749 0.733 -0.448 0.265 0.2302
H 4.520 0.521 -1.464 0.825 -0.309 0.106 0.2230
N 0.264 -0.308 -2.586 -1.648 -1.238 3.778 -0.4709
Sc 0.616 0.648 2.309 -1.255 4.155 -5.491 1.6481
C -2.391 0.648 -0.996 0.479 -0.389 -0.914 -0.6358
H -2.475 -0.439 -1.249 0.106 0.811 0.233 0.2458
H -3.402 1.125 -1.036 0.734 -0.523 0.258 0.2469
C 0.630 -2.781 -0.699 0.032 0.226 -1.225 -0.6474
H -0.353 -2.848 -1.229 0.701 0.258 0.496 0.2580
H 0.979 -3.821 -0.507 -0.324 0.654 0.205 0.2451
P -1.840 0.770 0.878 -2.069 0.614 -1.006 0.7086
P 0.313 -1.949 1.020 0.440 -1.865 -0.846 0.7160
C 1.564 -2.848 2.006 0.432 0.044 0.144 -0.9416
H 1.493 -2.544 3.056 0.102 -0.108 0.007 0.2207
H 1.424 -3.936 1.959 0.021 0.306 -0.064 0.2516
H 2.567 -2.601 1.644 -0.036 -0.021 0.083 0.2591
C -1.127 -2.998 1.474 -0.483 0.145 0.294 -0.9301
H -0.846 -4.039 1.688 0.164 0.362 -0.185 0.2543
H -1.598 -2.595 2.374 -0.120 -0.150 -0.060 0.2298
H -1.871 -3.014 0.672 0.104 0.109 0.142 0.2505
C -2.648 2.369 1.267 0.335 0.529 0.144 -0.9348
H -3.597 2.505 0.726 0.321 -0.255 0.143 0.2387
H -2.843 2.433 2.347 0.124 0.013 -0.270 0.2505
H -1.963 3.182 1.010 -0.176 -0.002 0.079 0.2726
C -3.182 -0.297 1.570 0.028 -0.561 0.251 -0.9305
H -3.003 -0.451 2.646 -0.170 0.030 -0.243 0.2212
H -4.180 0.158 1.460 0.504 -0.014 -0.079 0.2583
H -3.206 -1.288 1.097 0.023 0.320 0.134 0.2409
C -0.272 -0.201 3.846 -4.467 -5.289 9.748 0.3634
O -0.822 -0.663 4.751 1.846 1.954 -3.844 -0.2720
H 1.716 1.224 1.421 3.489 0.654 -1.787 -0.4744
N 0.095 4.129 2.880 0.344 -1.650 -0.720 -0.3799
C 0.315 3.043 2.495 -0.289 -0.186 0.924 -0.2841